Record 1
This record from OMol25 describes a gas-phase ion, C4H6ClFN3 (charge +1). The level of theory is ωB97M-V with the def2-TZVPD basis set.

Each line ends with the Löwdin charge.
Cartesian coordinates (Å):
1 C 0.9697 0.2064 -1.8303  -0.0528
2 C -1.1933 -0.0680 -1.0543  -0.6059
3 C 0.7067 -0.5819 0.6112  -0.0076
4 C -0.3766 0.4961 0.7681  -0.3665
5 N -0.3353 0.0352 -1.9997  0.0624
6 N 1.5539 -0.2008 -0.6491  0.1154
7 N -1.2970 0.3056 1.7072  0.1953
8 F 0.1844 1.7575 0.5815  0.0750
9 Cl -2.6919 -0.7299 -1.2663  0.8368
10 H 1.6214 0.6776 -2.5686  0.1582
11 H 1.3428 -0.7699 1.4054  0.1203
12 H 0.1104 -1.3947 0.5003  0.0938
13 H 2.5412 -0.3966 -0.5045  0.1555
14 H -1.8266 1.0559 1.8781  0.0802
15 H -1.3098 -0.3925 2.4210  0.1399

Atoms 1-2, force components in eV/Å:
0.7236 -0.9104 3.2674
2.2085 1.9578 1.7063

Computed properties:
**Energy above the lowest of the compared OMol25 structures with the same formula, charge and spin**: 2.919 eV
**HOMO level**: -13.387 eV
**Total charge**: +1
**Lowest unoccupied orbital energy**: -5.1399 eV

***

Record 2
This record from OMol25 describes a molecular structure, C7H14O3. The level of theory is ωB97M-V with the def2-TZVPD basis set.

Each line ends with the Löwdin charge.
Cartesian coordinates (Å):
1 C 2.3740 0.2591 0.9835  -0.0543
2 C 1.0383 0.6776 0.3609  -0.3569
3 C 1.2485 1.7883 -0.6679  -0.0684
4 C 0.2837 -0.5261 -0.1884  -0.3778
5 C -0.2802 -1.4702 0.7563  -0.0031
6 C -2.1691 -0.9242 1.1348  -0.2086
7 O -2.4798 -0.6524 2.2710  0.0152
8 C -0.5479 -0.4563 -1.7193  -0.1099
9 O 0.7470 -0.9565 -1.4270  -0.0671
10 H 2.8800 1.1289 1.4247  0.0850
11 H 2.2406 -0.4849 1.7808  0.0747
12 H 3.0371 -0.1750 0.2209  0.0935
13 H 0.4078 1.0899 1.1654  0.1470
14 H 1.8504 1.4321 -1.5167  0.0916
15 H 0.2920 2.1759 -1.0441  0.0773
16 H 1.7773 2.6345 -0.2074  0.0840
17 H 0.4681 -1.7864 1.4938  0.0914
18 H -0.6911 -2.4788 0.6525  0.0885
19 H -2.6917 -1.7554 0.6126  0.1094
20 H -1.1710 -1.2918 -2.0641  0.1139
21 H -0.4698 0.4041 -2.3885  0.0982
22 H -2.1228 0.1024 -1.2454  0.1946
23 O -3.0662 0.1956 -0.3902  -0.1596
24 H -2.9553 1.0697 0.0016  0.0416

Atoms 1-2, force components in eV/Å:
0.1688 -0.3853 -0.0068
-0.7598 0.5590 0.3597

Computed properties:
**Energy above the lowest of the compared OMol25 structures with the same formula, charge and spin**: 7.202 eV
**HOMO level**: -8.460 eV
**Lowest unoccupied orbital energy**: 0.5268 eV

***

Record 3
This record from OMol25 describes 3 unconnected molecules or ions with the total composition C4H14NO2. The level of theory is ωB97M-V with the def2-TZVPD basis set.

Each line ends with the Löwdin charge.
Cartesian coordinates (Å):
1 C 1.5372 -0.0416 0.9104  -0.1263
2 C 1.4471 -0.6187 -0.5477  -0.1528
3 C 0.2296 -0.1278 -1.3019  -0.1992
4 C 0.3097 0.4301 -2.5148  0.0464
5 N 1.0456 1.3969 0.9235  0.1697
6 H 2.5123 -0.0202 1.3876  0.1236
7 H 0.8993 -0.5785 1.6099  0.1167
8 H 1.5444 -1.6881 -0.3792  0.1240
9 H 2.3066 -0.2358 -1.1042  0.1158
10 H -0.7123 -0.5804 -1.0122  0.0792
11 H -0.5351 0.3906 -3.1814  0.0680
12 H 1.1530 1.0371 -2.8345  0.0732
13 H 0.0368 1.4134 1.1838  0.1174
14 H 1.0888 1.7064 -0.0520  0.1440
15 H 1.6294 1.9915 1.5089  0.1680
16 H -3.5342 -1.7888 -0.1539  0.0687
17 H -2.4449 -2.6224 0.5083  0.0715
18 O -2.6578 -1.7129 0.2463  -0.0478
19 H -2.2345 1.2381 1.7630  0.0722
20 H -2.0719 -0.1405 1.2774  0.0362
21 O -1.5490 0.5517 1.7625  -0.0687

Atoms 1-2, force components in eV/Å:
-0.5352 0.0492 0.0923
0.6642 2.0868 1.5040

Computed properties:
**Energy above the lowest of the compared OMol25 structures with the same formula, charge and spin**: 1.360 eV
**HOMO level**: -13.566 eV
**Total charge**: +1
**Lowest unoccupied orbital energy**: -2.9097 eV

***

Repeat the first record exactly.
This record from OMol25 describes a gas-phase ion, C4H6ClFN3 (charge +1). The level of theory is ωB97M-V with the def2-TZVPD basis set.

Each line ends with the Löwdin charge.
Cartesian coordinates (Å):
1 C 0.9697 0.2064 -1.8303  -0.0528
2 C -1.1933 -0.0680 -1.0543  -0.6059
3 C 0.7067 -0.5819 0.6112  -0.0076
4 C -0.3766 0.4961 0.7681  -0.3665
5 N -0.3353 0.0352 -1.9997  0.0624
6 N 1.5539 -0.2008 -0.6491  0.1154
7 N -1.2970 0.3056 1.7072  0.1953
8 F 0.1844 1.7575 0.5815  0.0750
9 Cl -2.6919 -0.7299 -1.2663  0.8368
10 H 1.6214 0.6776 -2.5686  0.1582
11 H 1.3428 -0.7699 1.4054  0.1203
12 H 0.1104 -1.3947 0.5003  0.0938
13 H 2.5412 -0.3966 -0.5045  0.1555
14 H -1.8266 1.0559 1.8781  0.0802
15 H -1.3098 -0.3925 2.4210  0.1399

Atoms 1-2, force components in eV/Å:
0.7236 -0.9104 3.2674
2.2085 1.9578 1.7063

Computed properties:
**Energy above the lowest of the compared OMol25 structures with the same formula, charge and spin**: 2.919 eV
**HOMO level**: -13.387 eV
**Total charge**: +1
**Lowest unoccupied orbital energy**: -5.1399 eV

***

Question: Which of these has the highest energy above the lowest of the compared OMol25 structures with the same formula, charge and spin?
Answer: C7H14O3

***

Question: Among the records above, which one has the highest HOMO level?
Answer: C7H14O3

***

Question: Look up the HOMO level of the first one.
Answer: -13.387 eV